C3H7N3O2 | the ωB97M-V functional and the def2-TZVPD basis

As for the HOMO-LUMO gap: 9.5 eV. The calculation puts the molar mass at 117.11 g mol⁻¹. The total energy comes out at -433.14317 Eh. The HOMO energy is -9.098 eV. The energy above the lowest of the compared OMol25 structures with the same formula, charge and spin comes out at 471.53 kJ/mol.

```
! RIJCOSX wB97M-V def2-TZVPD def2/J DEFGRID3
* xyz 0 1
C 1.4926 -0.7545 1.4517
C -0.6174 0.1113 -0.0573
C 0.4364 0.6981 -2.1252
H 2.5178 -0.6351 1.0687
H 1.5551 0.2116 2.1104
H 1.1387 -1.6243 1.9857
H 1.0743 -0.8198 -0.6091
H -2.6380 0.3274 0.4745
H -1.4743 0.0382 2.8246
H 0.1740 1.2725 -3.0109
N 0.6485 -0.5159 0.2759
N -1.6207 0.2463 0.9011
N -0.6014 0.5782 -1.3289
O -1.5098 -0.5743 2.0981
O 1.6096 0.4168 -2.0226
*
```

Atom charges from the Mulliken analysis, given in e for atoms 1 to 4: C -0.83; C 0.42; C 0.13; H 0.39